1.
Molecular formula: C12H14N2PPtS
Method: DFT, ωB97M-V/def2-TZVPD

Each line ends with the Mulliken spin population.
Atoms and positions in Å:
C: 2.09 0.42 -0.53  0.14
C: 2.14 0.44 0.89  -0.03
C: 1.13 1.34 1.37  0.07
C: 0.47 1.95 0.20  0.02
C: 1.08 1.36 -0.98  0.01
Pt: -0.26 -0.18 0.12  0.84
P: 0.12 -2.25 -0.51  -0.02
H: 2.76 -0.12 -1.19  0.01
H: 2.83 -0.11 1.52  -0.01
H: 0.98 1.63 2.40  0.04
H: 0.87 1.68 -2.00  0.00
H: -0.20 2.80 0.19  0.07
H: -0.51 -3.33 0.19  0.01
H: 1.52 -2.56 -0.44  0.04
H: -0.20 -2.50 -1.88  0.01
N: -1.68 2.12 2.39  -0.33
C: -2.44 1.16 1.84  0.05
N: -2.13 0.28 0.88  0.09
C: -3.22 -0.53 0.50  -0.11
C: -3.30 -1.49 -0.51  -0.01
C: -4.38 -2.38 -0.52  0.00
C: -5.45 -2.24 0.38  0.01
C: -5.44 -1.20 1.32  -0.01
C: -4.32 -0.37 1.38  0.23
S: -4.06 0.97 2.48  0.48
H: -2.13 2.71 3.08  0.35
H: -0.80 2.44 2.01  -0.03
H: -2.51 -1.55 -1.26  -0.01
H: -4.40 -3.19 -1.25  0.01
H: -6.29 -2.92 0.33  0.02
H: -6.27 -1.01 1.99  0.06

**Net charge**: -1
**F_max**: 1.658 eV/A
**Expectation value of S²**: 2.01
**Spin multiplicity**: 3
**HOMO-LUMO gap (spin up / spin down)**: 2.41 / 6.39 eV

=====

2.
Molecular formula: C12H14N4OS
Method: DFT, ωB97M-V/def2-TZVPD

Each line ends with the natural charge from an NBO analysis.
Atoms and positions in Å:
C: 4.10 0.18 0.52  -0.60
C: 2.75 -0.54 0.67  -0.23
N: 1.98 0.04 1.80  -0.59
C: 0.59 -0.01 1.56  0.35
C: -0.25 -0.76 2.45  0.00
N: -1.54 -0.90 2.31  -0.35
C: -2.02 -0.25 1.20  0.10
C: -3.41 -0.35 0.90  0.14
N: -4.25 -1.17 1.77  -0.47
C: -4.09 -2.36 1.61  0.26
S: -3.54 -3.83 1.60  0.07
C: -3.97 0.28 -0.17  -0.24
C: -3.16 1.06 -1.04  -0.18
C: -1.82 1.16 -0.77  -0.21
C: -1.23 0.51 0.34  0.12
N: 0.12 0.64 0.53  -0.43
H: 3.88 1.20 0.23  0.21
H: 4.65 0.13 1.47  0.20
H: 4.67 -0.30 -0.28  0.21
H: 2.88 -1.62 0.83  0.18
H: 2.22 -0.42 -0.27  0.23
H: 2.18 -0.51 2.62  0.36
H: 0.22 -1.26 3.30  0.19
H: -5.03 0.19 -0.36  0.23
H: -3.54 1.56 -1.91  0.22
H: -1.17 1.75 -1.42  0.22
C: 1.44 0.95 -3.62  -0.25
O: 1.86 0.46 -2.35  -0.74
H: 1.93 0.35 -4.38  0.18
H: 0.36 0.85 -3.72  0.16
H: 1.73 1.99 -3.74  0.16
H: 1.43 1.00 -1.67  0.48

**F_max**: 1.449 eV/A
**Structure (SMILES)**: CCNc1cnc2c(N=C=S)cccc2n1.CO
**HOMO-LUMO gap**: 8.50 eV

=====

3.
Molecular formula: C12H14N5O4V
Method: DFT, ωB97M-V/def2-TZVPD

Each line ends with the Mulliken spin population.
Atoms and positions in Å:
V: 0.59 2.70 -0.21  2.06
O: 2.34 0.90 2.97  0.01
C: 1.60 1.52 2.13  -0.01
O: 1.95 1.86 0.98  -0.02
C: 0.21 1.88 2.55  0.04
C: -0.44 1.68 3.74  -0.01
C: -1.73 2.22 3.85  0.02
C: -2.30 2.93 2.81  0.00
C: -1.57 3.08 1.64  0.02
N: -0.37 2.52 1.53  -0.05
C: -1.91 3.85 0.40  0.00
O: -2.88 4.46 0.17  0.00
O: -0.80 3.76 -0.47  -0.05
H: 3.24 0.75 2.63  0.00
H: 0.04 1.16 4.56  0.00
H: -2.28 2.08 4.78  0.00
H: -3.28 3.39 2.89  0.00
C: -0.69 -3.71 -1.48  0.00
C: 0.53 -3.30 -2.31  0.00
C: 1.77 -3.14 -1.44  0.00
C: 0.27 -2.06 -3.15  0.00
N: 0.08 -0.82 -2.33  0.01
C: 0.96 0.06 -1.91  0.01
N: 0.32 0.95 -1.17  -0.05
N: -1.00 0.57 -1.16  0.01
N: -1.14 -0.49 -1.84  0.00
H: -0.52 -4.68 -1.02  0.00
H: -1.59 -3.79 -2.09  0.00
H: -0.89 -2.99 -0.68  0.00
H: 0.72 -4.07 -3.05  0.00
H: 1.60 -2.42 -0.63  0.00
H: 2.65 -2.83 -2.02  0.00
H: 2.02 -4.09 -0.96  0.00
H: -0.64 -2.13 -3.75  0.00
H: 1.11 -1.83 -3.81  0.00
H: 2.01 0.04 -2.15  0.00

**Net charge**: +2
**F_max**: 1.178 eV/A
**Expectation value of S²**: 2.02
**Spin multiplicity**: 3
**HOMO-LUMO gap (spin up / spin down)**: 8.56 / 8.87 eV

=====

4.
Molecular formula: C12H14NO
Method: DFT, ωB97M-V/def2-TZVPD

Each line ends with the natural charge from an NBO analysis.
Atoms and positions in Å:
C: -3.34 0.36 0.60  -0.19
C: -2.88 -0.22 -0.64  -0.18
C: -2.42 0.51 1.65  -0.18
C: -1.50 -0.47 -0.82  -0.25
C: -1.05 0.11 1.49  -0.22
C: -0.60 -0.27 0.25  0.08
C: 1.65 -0.17 1.22  0.77
C: 0.34 -2.98 -0.48  -0.34
C: 1.09 -1.90 -0.43  -0.07
C: 2.35 1.11 0.97  -0.54
C: 1.47 1.73 -0.09  -0.48
C: 1.26 0.79 -1.23  -0.07
N: 0.74 -0.55 -0.03  -0.40
O: 1.85 -1.04 2.02  -0.43
H: -4.41 0.51 0.85  0.25
H: -3.67 -0.28 -1.45  0.25
H: -2.86 0.95 2.62  0.25
H: -1.05 -0.91 -1.79  0.24
H: -0.28 0.16 2.24  0.23
H: 0.92 -3.78 -0.81  0.24
H: -0.79 -2.93 -0.27  0.24
H: 2.19 -2.10 -0.67  0.23
H: 2.35 1.60 1.96  0.29
H: 3.29 0.95 0.52  0.27
H: 0.51 1.91 0.32  0.24
H: 1.76 2.68 -0.55  0.27
H: 0.26 0.75 -1.83  0.27
H: 2.12 0.24 -1.68  0.23

**Net charge**: +1
**F_max**: 4.547 eV/A
**HOMO-LUMO gap**: 9.56 eV

=====

5.
Molecular formula: C12H14NS
Method: DFT, ωB97M-V/def2-TZVPD

Each line ends with the natural charge from an NBO analysis.
Atoms and positions in Å:
C: 3.90 0.46 -0.30  -0.10
C: 3.08 1.52 -0.91  -0.20
C: 3.26 -0.32 0.59  -0.21
C: 1.73 1.54 -0.72  -0.12
C: 1.91 -0.18 0.93  -0.11
C: 1.10 0.71 0.29  -0.15
C: -3.17 0.56 0.57  -0.28
C: -2.41 0.26 1.71  0.03
C: -2.64 0.86 -0.67  0.00
C: -1.02 0.31 1.60  -0.30
C: -1.12 0.98 -0.87  -0.18
C: -0.31 0.67 0.46  0.28
N: -0.42 0.18 -1.90  -0.80
S: -1.12 -2.65 0.35  -0.35
H: 4.91 0.47 -0.45  0.23
H: 3.58 2.32 -1.32  0.23
H: 3.65 -1.17 1.02  0.22
H: 1.12 2.34 -1.15  0.22
H: 1.45 -1.01 1.41  0.22
H: -4.18 0.42 0.63  0.23
H: -2.97 0.08 2.59  0.24
H: -3.13 1.10 -1.56  0.22
H: -0.47 0.17 2.62  0.26
H: -1.04 2.11 -1.28  0.28
H: -0.57 -0.86 -1.66  0.38
H: -0.85 0.28 -2.85  0.39
H: -1.82 -3.08 1.44  0.18
H: 0.01 -3.46 0.53  0.19

**Net charge**: +1
**F_max**: 4.625 eV/A
**HOMO-LUMO gap**: 6.55 eV

=====

6.
Molecular formula: C12H15BBrN5Pd
Method: DFT, ωB97M-V/def2-TZVPD

Each line ends with the natural charge from an NBO analysis.
Atoms and positions in Å:
Pd: 0.11 -0.01 0.06  0.69
B: -2.53 -2.08 -0.64  0.18
N: -1.38 -2.05 -1.69  -0.28
C: -1.39 -2.68 -2.87  -0.01
C: -0.27 -2.30 -3.59  -0.36
C: 0.39 -1.42 -2.74  -0.05
N: -0.30 -1.27 -1.60  -0.34
N: -1.98 -1.99 0.82  -0.28
C: -2.56 -2.60 1.85  0.00
C: -1.95 -2.21 3.02  -0.36
C: -0.96 -1.32 2.60  -0.03
N: -1.00 -1.19 1.28  -0.29
H: -3.32 -1.18 -0.85  -0.05
H: -3.05 -3.16 -0.74  -0.05
H: -2.20 -3.36 -3.11  0.22
H: 0.02 -2.63 -4.57  0.23
H: 1.32 -0.90 -2.89  0.20
H: -3.38 -3.29 1.68  0.23
H: -2.17 -2.52 4.03  0.23
H: -0.24 -0.77 3.18  0.22
C: 0.55 1.19 1.62  -0.87
H: 1.07 2.09 1.31  0.18
H: 1.19 0.65 2.33  0.19
H: -0.37 1.49 2.14  0.20
Br: 5.16 2.24 -1.60  0.10
C: 3.29 2.13 -1.85  -0.12
C: 2.67 2.84 -2.86  -0.18
C: 1.30 2.73 -2.99  -0.23
C: 0.60 1.91 -2.12  0.06
N: 1.22 1.23 -1.15  -0.41
C: 2.54 1.34 -1.01  0.02
H: 3.25 3.47 -3.53  0.24
H: 0.76 3.26 -3.77  0.24
H: -0.47 1.77 -2.19  0.23
H: 2.99 0.78 -0.20  0.24

**F_max**: 0.215 eV/A
**HOMO-LUMO gap**: 8.43 eV

=====

7.
Molecular formula: C12H15BeNO5
Method: DFT, ωB97M-V/def2-TZVPD

Each line ends with the natural charge from an NBO analysis.
Atoms and positions in Å:
Be: 0.05 0.68 -1.48  1.46
O: 0.16 3.58 -1.75  -0.24
C: 0.10 2.44 -1.58  0.39
C: -0.03 -2.17 -2.68  0.50
O: -0.07 -2.81 -1.72  -0.46
C: 1.54 -0.06 -2.34  0.39
O: 2.51 -0.67 -2.48  -0.30
C: -1.52 0.11 -2.24  0.39
O: -2.48 -0.42 -2.62  -0.28
C: 0.12 0.70 -6.02  -0.43
H: -0.79 1.32 -6.03  0.20
H: 1.09 1.23 -6.01  0.21
C: 0.06 -0.64 -6.10  -0.38
H: 0.97 -1.26 -6.15  0.21
H: -0.90 -1.17 -6.17  0.21
O: 0.16 -0.25 -0.15  -0.93
C: 0.25 -0.17 1.14  0.74
C: 0.34 1.14 1.86  -0.51
C: -0.74 1.33 2.93  -0.40
C: -0.41 0.65 4.25  -0.41
C: -0.47 -0.89 4.20  -0.42
C: 0.56 -1.50 3.25  -0.24
N: 0.26 -1.31 1.81  -0.50
H: 1.34 1.19 2.33  0.27
H: 0.29 1.96 1.12  0.21
H: -0.84 2.40 3.11  0.25
H: -1.72 0.98 2.57  0.22
H: 0.60 0.94 4.59  0.21
H: -1.10 1.00 5.03  0.25
H: -0.25 -1.28 5.20  0.26
H: -1.48 -1.24 3.95  0.22
H: 1.54 -1.05 3.49  0.22
H: 0.64 -2.57 3.42  0.25
H: 0.19 -2.16 1.25  0.44

**Net charge**: +2
**F_max**: 6.461 eV/A
**HOMO-LUMO gap**: 6.59 eV

=====

8.
Molecular formula: C12H15BrNO
Method: DFT, ωB97M-V/def2-TZVPD

Each line ends with the natural charge from an NBO analysis.
Atoms and positions in Å:
C: 3.88 1.71 0.60  -0.16
C: 2.88 1.72 1.58  -0.21
C: 3.58 1.14 -0.65  -0.20
C: 1.66 1.14 1.32  -0.15
C: 2.34 0.59 -0.91  -0.16
C: 1.33 0.56 0.13  -0.16
C: -0.06 0.10 -0.12  0.42
C: -1.17 1.02 0.12  -0.34
C: -2.32 0.74 0.80  0.44
C: -3.47 1.71 0.94  -0.67
C: -1.66 -1.52 -1.10  -0.43
C: 0.77 -1.96 -0.84  -0.44
N: -0.36 -1.08 -0.64  -0.31
O: -2.69 -0.45 1.20  -0.62
Br: -0.83 2.79 -0.39  0.14
H: 4.88 2.12 0.58  0.25
H: 2.89 2.11 2.60  0.24
H: 4.35 1.21 -1.52  0.25
H: 0.82 1.23 2.02  0.22
H: 1.96 0.27 -1.83  0.21
H: -4.38 1.32 1.30  0.26
H: -3.11 2.55 1.41  0.25
H: -3.87 2.09 -0.14  0.25
H: -2.48 -0.66 -1.23  0.26
H: -1.43 -1.94 -2.19  0.24
H: -2.01 -2.28 -0.57  0.21
H: 1.35 -1.58 -1.59  0.22
H: 1.39 -2.16 0.00  0.24
H: 0.57 -3.01 -1.21  0.24
H: -2.10 -1.17 1.17  0.49

**Net charge**: +1
**F_max**: 7.361 eV/A
**Structure (SMILES)**: C/C(O)=C(\Br)C(c1ccccc1)=[N+](C)C
**HOMO-LUMO gap**: 8.13 eV

=====

Total energy values (in Ha) by entry order: -1433.9379; -1158.0929; -1983.8861; -595.2958; -918.2420; -3466.8338; -911.3854; -3169.9365.